1.
Formula: C35H36N3O
Source: the Open Molecules 2025 dataset
Level of theory: wB97M-V/def2-TZVPD

```
75
Properties=species:S:1:pos:R:3:lowdin_charge:R:1
C -2.22 2.77 1.96 -0.04
O -1.06 1.93 1.79 -0.21
C -1.16 0.54 1.43 -0.15
C -2.27 -0.18 2.30 -0.15
C -2.44 -1.51 1.92 -0.12
C -3.53 -2.28 2.30 -0.09
C -4.53 -1.68 3.07 -0.07
C -4.33 -0.38 3.54 -0.05
C -3.15 0.32 3.27 -0.01
C 0.28 0.14 2.15 0.03
N 0.73 -1.00 2.78 0.02
C 0.04 -2.13 3.33 0.00
C 2.15 -0.97 2.81 -0.15
C 2.53 0.30 2.49 -0.13
C 3.88 0.70 2.51 0.02
C 4.84 -0.26 2.87 -0.05
C 4.45 -1.57 3.21 -0.05
C 3.08 -1.93 3.20 0.01
N 1.33 1.03 2.27 0.03
C 1.39 2.45 1.96 0.02
H -2.16 3.12 3.00 0.10
H -2.02 3.61 1.29 0.10
H -3.21 2.30 1.75 0.10
H -1.66 -1.94 1.28 0.12
H -3.63 -3.29 1.91 0.12
H -5.47 -2.23 3.23 0.12
H -5.14 0.12 4.08 0.12
H -2.99 1.29 3.77 0.11
H 0.70 -2.71 3.99 0.10
H -0.84 -1.81 3.91 0.11
H -0.26 -2.81 2.53 0.10
H 4.16 1.73 2.28 0.11
H 5.91 0.00 2.88 0.12
H 5.22 -2.31 3.47 0.12
H 2.75 -2.92 3.51 0.11
H 2.41 2.79 2.15 0.09
H 1.18 2.60 0.89 0.09
H 0.69 3.01 2.59 0.11
C -4.17 -1.69 -0.87 -0.01
C -4.27 -0.25 -0.60 -0.19
N -5.50 0.34 -0.52 -0.05
C -6.76 -0.39 -0.39 0.01
C -5.36 1.72 -0.53 -0.17
C -3.97 2.01 -0.60 -0.14
C -3.60 3.35 -0.76 -0.07
C -4.61 4.33 -0.72 -0.08
C -5.96 4.01 -0.51 -0.08
C -6.35 2.67 -0.42 -0.02
C -3.26 0.75 -0.44 -0.07
C -1.81 0.52 -0.10 -0.10
C -0.87 1.23 -1.07 -0.15
C -1.17 2.07 -2.17 -0.01
C -0.17 2.85 -2.77 -0.03
C 1.17 2.73 -2.39 -0.28
C 2.22 3.65 -2.92 -0.05
C 1.48 1.74 -1.45 -0.05
C 0.48 0.96 -0.87 -0.06
H -3.14 -1.94 -1.12 0.09
H -4.46 -2.25 0.02 0.06
H -4.84 -2.04 -1.68 0.10
H -7.56 0.36 -0.36 0.08
H -6.90 -1.05 -1.25 0.10
H -6.80 -0.98 0.55 0.10
H -2.56 3.63 -0.87 0.10
H -4.32 5.39 -0.81 0.11
H -6.72 4.81 -0.51 0.11
H -7.40 2.37 -0.34 0.11
H -1.63 -0.57 -0.26 0.13
H -2.18 2.20 -2.59 0.12
H -0.41 3.62 -3.51 0.12
H 3.20 3.39 -2.53 0.08
H 2.24 3.55 -4.00 0.09
H 2.05 4.72 -2.70 0.09
H 2.52 1.63 -1.10 0.12
H 0.74 0.13 -0.19 0.12
```

Charge: +1
Highest occupied orbital energy, eV: -9.9
Lowest unoccupied orbital energy, eV: -3.238
Structure (SMILES): CO[C@](c1ccccc1)(c1n(C)c2ccccc2[n+]1C)[C@H](c1ccc(C)cc1)c1c(C)n(C)c2ccccc12
Gap between HOMO and LUMO, eV: 6.63

2.
Formula: C6H4O
Source: the Open Molecules 2025 dataset
Level of theory: wB97M-V/def2-TZVPD

```
11
Properties=species:S:1:pos:R:3:lowdin_charge:R:1
C -0.71 -1.78 0.06 -0.31
C -1.22 -2.52 0.97 0.12
C -1.66 1.77 0.48 0.19
C -1.09 0.84 -0.07 -0.07
C 0.05 -1.28 -1.24 0.16
C -0.56 -0.37 -0.52 -0.22
O 2.22 0.74 0.13 -0.10
H -2.07 2.59 1.00 0.04
H 3.02 0.98 0.61 0.04
H 0.73 -1.61 -1.96 0.10
H 1.29 0.63 0.53 0.05
```

Highest occupied orbital energy, eV: -9.0
Lowest unoccupied orbital energy, eV: -0.533
Gap between HOMO and LUMO, eV: 8.47

3.
Formula: C5H10NO3
Source: the Open Molecules 2025 dataset
Level of theory: wB97M-V/def2-TZVPD

```
19
Properties=species:S:1:pos:R:3:lowdin_charge:R:1
C -1.65 0.10 2.45 0.16
C -1.40 -0.56 1.30 -0.08
C -1.35 0.08 0.05 -0.20
C 1.59 1.27 -0.32 -0.05
C 1.51 -0.24 -0.58 -0.14
N 0.11 -0.60 -0.92 -0.24
O -1.95 0.93 -0.49 0.23
O -0.02 -0.28 -2.28 0.06
O -0.25 -1.95 -0.79 0.06
H -1.60 -0.29 3.36 0.03
H -1.90 1.25 2.49 0.15
H -1.09 -1.63 1.40 0.14
H 1.52 1.96 -1.24 0.11
H 0.63 1.63 0.21 0.08
H 2.45 1.64 0.40 0.13
H 1.81 -0.77 0.28 0.12
H 2.09 -0.71 -1.37 0.14
H -0.46 0.60 -2.36 0.15
H -0.04 -2.43 -1.59 0.14
```

Charge: +1
Highest occupied orbital energy, eV: -15.4
Lowest unoccupied orbital energy, eV: -4.877
Gap between HOMO and LUMO, eV: 10.57

4.
Formula: C17H24ClIN2O3PRu
Source: the Open Molecules 2025 dataset
Level of theory: wB97M-V/def2-TZVPD

```
50
Properties=species:S:1:pos:R:3:lowdin_charge:R:1
C 1.01 1.97 -1.75 -0.05
C 0.48 2.65 -0.40 -0.31
H 1.23 2.72 -2.64 0.12
H 0.23 1.22 -2.01 0.03
H 1.87 1.23 -1.55 0.10
O 0.32 3.84 -0.24 -0.01
I -1.64 2.80 1.74 0.73
Ru -2.15 -1.26 -2.14 0.69
P -3.38 0.07 -3.26 0.68
C -4.41 1.49 -2.83 -0.20
C -2.95 0.17 -4.99 -0.22
H -3.96 -2.44 -3.06 0.04
H -5.33 -1.24 -3.38 0.08
H -4.63 -1.47 -1.67 0.06
C -4.43 -1.47 -2.77 -0.25
H -2.17 -0.60 -5.21 0.04
H -3.89 0.06 -5.58 0.09
H -5.10 1.65 -3.67 0.08
H -3.73 2.35 -2.67 0.07
H -2.48 1.18 -5.12 0.08
H -4.96 1.32 -1.89 0.07
C -2.50 -0.26 -0.67 -0.33
O -2.78 0.51 0.18 -0.04
Cl -0.92 -2.75 -3.42 -0.11
C 2.50 -1.59 3.48 0.06
N 2.26 -1.69 2.08 0.01
N 2.05 -0.55 1.34 0.12
C 1.05 -0.88 0.45 -0.31
O 0.21 -0.09 -0.03 0.02
C 1.07 -2.33 0.36 0.12
C 1.73 -2.79 1.45 -0.21
C 1.88 -4.19 1.95 0.01
C 2.37 0.75 1.85 -0.19
C 3.69 0.96 2.29 -0.02
C 3.94 2.05 3.11 -0.04
C 2.88 2.82 3.55 -0.03
C 1.61 2.61 3.03 -0.07
C 1.37 1.68 2.03 -0.13
H 2.47 -2.59 3.91 0.11
H 1.73 -0.97 4.01 0.15
H 3.47 -1.13 3.62 0.10
H 0.60 -2.92 -0.43 0.13
H 2.93 -4.45 2.16 0.11
H 1.32 -4.33 2.88 0.10
H 1.48 -4.91 1.20 0.11
H 4.55 0.32 2.05 0.14
H 4.95 2.31 3.46 0.13
H 3.03 3.59 4.30 0.13
H 0.74 3.17 3.34 0.05
H 0.38 1.43 1.56 -0.04
```

Spin multiplicity: 6
Charge: +2
Highest occupied orbital energy (spin up / spin down), eV: -13.1 / -14.2
Lowest unoccupied orbital energy (spin up / spin down), eV: -7.153 / -9.212
Gap between HOMO and LUMO (spin up / spin down), eV: 5.97 / 4.96
Expectation value of S²: 8.80

5.
Formula: C2H14O4S
Source: the Open Molecules 2025 dataset
Level of theory: wB97M-V/def2-TZVPD

```
21
Properties=species:S:1:pos:R:3:lowdin_charge:R:1
C -0.35 -1.63 0.81 -0.15
C -0.65 -0.15 1.08 -0.59
S -1.93 0.49 0.01 0.96
H 0.02 -1.77 -0.18 0.05
H 0.46 -2.00 1.46 0.08
H -1.26 -2.24 0.98 0.08
H 0.33 0.45 0.94 0.12
H -1.00 -0.06 2.13 0.10
H -1.42 3.17 0.33 0.01
H 2.52 0.07 2.98 -0.01
H 2.17 -0.06 1.39 -0.04
O 1.86 -0.16 2.39 -0.09
H -1.40 -0.70 -1.88 -0.07
H -0.14 -0.18 -2.47 -0.01
O -0.72 -0.97 -2.53 -0.12
H -1.18 3.52 -0.26 0.05
H 3.16 -0.37 -0.27 0.01
O 2.32 -0.01 0.00 -0.23
H 1.44 0.75 -1.08 0.04
H -0.11 1.35 -1.10 -0.06
O 0.71 1.25 -1.66 -0.13
```

Highest occupied orbital energy, eV: -9.9
Lowest unoccupied orbital energy, eV: -5.823
Gap between HOMO and LUMO, eV: 4.04

6.
Formula: C3H4N4O
Source: the Open Molecules 2025 dataset
Level of theory: wB97M-V/def2-TZVPD

```
12
Properties=species:S:1:pos:R:3:lowdin_charge:R:1
C 0.50 -0.42 -0.07 -0.48
C 0.14 0.95 -0.25 -0.09
C -1.69 -0.86 0.04 -0.14
H 3.58 -0.04 -0.18 0.13
H 2.47 0.71 1.32 0.19
H 0.92 1.61 -0.58 0.11
H -2.60 -1.43 -0.02 0.13
N 2.54 0.44 0.07 -0.12
N 1.71 -0.81 0.02 0.01
N -1.06 1.37 -0.05 0.12
N -0.47 -1.33 -0.12 0.15
O -2.14 0.43 0.21 -0.03
```

Highest occupied orbital energy, eV: -9.1
Lowest unoccupied orbital energy, eV: -0.058
Gap between HOMO and LUMO, eV: 9.00

7.
Formula: C3H8O2
Source: the Open Molecules 2025 dataset
Level of theory: wB97M-V/def2-TZVPD

```
13
Properties=species:S:1:pos:R:3:lowdin_charge:R:1
C -0.36 -1.71 1.38 -0.17
O -0.64 -0.66 2.29 -0.12
H 0.52 -1.46 0.77 0.07
H -0.19 -2.57 2.01 0.08
H -1.14 -1.93 0.65 0.07
H -0.79 0.17 1.85 0.04
C 0.96 1.04 -2.06 0.01
C -0.03 1.05 -1.18 -0.28
O 0.25 1.52 0.08 -0.03
H 0.90 0.63 -3.05 0.05
H 2.00 1.26 -1.81 0.06
H -1.01 0.68 -1.45 0.11
H -0.47 1.98 0.51 0.10
```

Highest occupied orbital energy, eV: -9.5
Lowest unoccupied orbital energy, eV: 0.603
Structure (SMILES): C=CO.CO
Gap between HOMO and LUMO, eV: 10.06

8.
Formula: C4H7NO4
Source: the Open Molecules 2025 dataset
Level of theory: wB97M-V/def2-TZVPD

```
16
Properties=species:S:1:pos:R:3:lowdin_charge:R:1
C -0.14 -0.49 -0.23 -0.38
C 1.18 -0.64 -0.99 0.01
C -0.05 -1.18 1.15 -0.41
C -0.65 0.96 -0.12 -0.46
N 0.22 1.99 0.01 0.19
O -1.14 -1.19 -1.01 0.02
O -0.55 -0.50 2.21 0.12
O 0.41 -2.30 1.31 0.12
O -1.85 1.19 0.03 0.05
H -2.01 -0.95 -0.64 0.11
H -1.03 0.34 2.03 0.12
H 1.20 1.95 -0.23 0.10
H -0.19 2.92 0.05 0.13
H 1.87 0.19 -0.84 0.07
H 1.01 -0.74 -2.06 0.10
H 1.72 -1.54 -0.68 0.10
```

Highest occupied orbital energy, eV: -10.4
Lowest unoccupied orbital energy, eV: 0.429
Structure (SMILES): C[C@](O)(C(N)=O)C(=O)O
Gap between HOMO and LUMO, eV: 10.85

These records have M values of 514.69 92.10 132.14 598.79 134.20 112.09 76.09 133.10 g/mol, in the order they appear.
These records have energy relative to the best compared isomer or geometry (same formula, charge and spin) values of 51.3 170.3 134.8 48.6 178.1 126.9 47.3 13.9 kcal per mole, in the order they appear.
These records have energy values of -43388.452 -8325.053 -12967.654 -59612.647 -21319.290 -11178.466 -7333.999 -13942.034 eV, in the order they appear.